Entry 1:
{
  "formula": "C5H9Cl2NS",
  "method": "wB97M-V/def2-TZVPD",
  "species": ["H", "C", "H", "H", "C", "H", "C", "H", "C", "H", "N", "H", "Cl", "C", "H", "H", "Cl", "S"],
  "coordinates": [[1.08234, 1.13710, 1.13552], [-0.58179, -1.22989, -0.26393], [-0.64802, -0.72474, -1.22567], [2.64309, 1.52092, -1.42870], [1.82181, -0.60158, -0.02764], [0.91368, -2.28719, 0.41366], [2.04644, 1.87923, -0.54320], [-0.84253, -2.20768, -0.62047], [1.61415, 0.99323, 0.25963], [-1.65271, 0.34035, 0.88088], [0.72428, -1.33409, 0.37465], [-4.14597, -1.48050, 0.37328], [2.40733, -0.77428, -1.65976], [-1.77657, -0.69714, 0.61214], [-2.02684, -1.20765, 1.51891], [1.76663, 2.94617, -0.48679], [3.19960, -1.23367, 0.97748], [-3.25630, -0.76004, -0.43304]],
  "mulliken_charge": [0.4614, -0.8520, 0.4008, 0.1900, 0.5135, 0.2324, -0.4764, 0.4710, -0.5682, 0.2598, -0.2828, 0.1347, -0.2183, -0.4855, 0.4195, 0.2757, -0.2110, -0.2643],
  "relative_energy_kcal_mol": 13.46,
  "e_homo_ev": -9.287,
  "orbital_gap_ha": 0.3681
}

Entry 2:
{
  "formula": "C5H9Cl3F2",
  "method": "wB97M-V/def2-TZVPD",
  "species": ["H", "Cl", "C", "H", "H", "H", "H", "H", "H", "Cl", "H", "C", "F", "H", "C", "F", "C", "C", "Cl"],
  "coordinates": [[-3.09308, 0.80448, 1.40699], [0.68789, -1.15187, -1.04696], [1.67023, 0.30150, 0.59048], [1.98260, 0.83415, 1.49201], [-3.52664, -0.34702, 0.13781], [-1.63788, -1.38621, -1.31040], [-2.96679, 1.27638, -0.29234], [-0.69408, 0.74148, 0.68206], [-1.07558, 0.24061, -1.74215], [3.90623, -1.16715, 0.78557], [1.12462, -0.60875, 0.85621], [2.89411, -0.10830, -0.21854], [2.49670, -0.80038, -1.30416], [-1.24999, -0.87049, 1.10973], [-0.99996, -0.55555, -0.99746], [0.87549, 1.10451, -0.18150], [-2.82275, 0.44737, 0.40966], [-1.38091, -0.05659, 0.38662], [3.80979, 1.30184, -0.76361]],
  "mulliken_charge": [0.3675, -0.1742, -1.1785, 0.4692, 0.3575, 0.3843, 0.3378, 0.1751, 0.3059, -0.1501, 0.5627, 0.7873, -0.1640, 0.2722, -0.4329, -0.2817, -1.3949, -0.1120, -0.1312],
  "e_homo_ev": -9.409,
  "orbital_gap_ha": 0.3717
}

Entry 3:
{
  "formula": "C5H9ClFNO5S",
  "method": "wB97M-V/def2-TZVPD",
  "species": ["H", "C", "H", "C", "S", "H", "O", "C", "O", "H", "H", "O", "C", "Cl", "N", "H", "H", "F", "O", "H", "C", "O", "H"],
  "coordinates": [[-3.42999, 0.82898, 1.07675], [-0.57978, 1.59976, -0.09483], [-2.67760, 1.94124, -1.68581], [0.83760, -0.82397, -0.40440], [-2.03013, 0.84855, -1.08574], [1.87581, -1.21561, -0.03227], [5.92801, -1.55761, 0.87388], [0.18050, 0.32247, 0.60425], [3.77663, -1.19405, -0.04597], [0.87002, -0.35747, -1.48643], [0.14407, 2.24105, -0.78745], [-5.45256, -0.91258, 0.48072], [-3.09101, 0.03719, 0.25008], [5.14741, -0.72216, -0.01777], [0.19839, 0.26463, 1.97649], [-2.41945, -0.81186, 0.73478], [-1.10444, 2.30379, 0.70561], [-4.42625, -1.25219, -1.79130], [5.70795, -0.78526, -1.35356], [-0.29042, 1.07802, 2.41368], [-4.42141, -0.74451, -0.37988], [5.17720, 0.64845, 0.45453], [0.07947, -1.73685, -0.40536]],
  "mulliken_charge": [0.3856, -0.5527, 0.3126, -0.6504, 0.0615, 0.3508, -0.6483, 0.3193, -0.7535, 0.2651, 0.3873, -0.3982, -0.3145, 1.6559, -0.5482, 0.3589, 0.3760, -0.2088, -0.6487, 0.2488, 0.4357, -0.6718, 0.2377],
  "e_homo_ev": -7.897,
  "orbital_gap_ha": 0.1904
}

Entry 4:
{
  "formula": "C5H9ClN2",
  "method": "wB97M-V/def2-TZVPD",
  "species": ["H", "H", "C", "H", "N", "H", "H", "Cl", "H", "H", "H", "N", "C", "C", "C", "H", "C"],
  "coordinates": [[-0.25300, 1.90475, -0.59967], [3.17657, 0.74443, 0.44576], [1.00703, 0.13966, -0.24374], [-0.16661, 1.45305, 1.16192], [0.67206, -1.12813, -0.53592], [2.62442, 1.29937, -1.38638], [-2.05894, 1.08166, 0.93230], [-2.59136, 0.64069, -1.33648], [-1.01550, -0.77966, 1.71698], [-2.50938, -1.38585, 0.75244], [-0.39679, -2.85835, -0.02816], [-0.51123, -1.80875, -0.18174], [-1.55976, 0.47202, 0.06788], [2.41873, 0.56806, -0.54281], [-1.46972, -1.09267, 0.57735], [2.76804, -0.38738, -0.88898], [-0.13458, 1.13710, 0.08925]],
  "mulliken_charge": [0.3967, 0.2214, 0.6719, 0.2703, -0.5421, 0.2717, 0.2936, -0.1931, 0.2001, 0.4369, 0.2724, -0.1985, -0.1121, -1.0140, -0.5737, 0.3613, -0.7629],
  "relative_energy_kcal_mol": 80.42,
  "e_homo_ev": -8.423,
  "orbital_gap_ha": 0.3403
}

Entry 5:
{
  "formula": "C5H9ClN2O3PS",
  "method": "wB97M-V/def2-TZVPD",
  "species": ["H", "H", "C", "H", "O", "H", "H", "H", "H", "P", "N", "Cl", "H", "S", "C", "N", "C", "C", "O", "C", "H", "O"],
  "coordinates": [[2.10885, 2.52418, 0.95515], [-2.92145, 1.32116, -0.44373], [-0.08707, -0.23752, -1.48483], [2.49608, 2.36811, -0.69832], [-2.01240, 1.38270, -0.13302], [1.48055, -2.11191, -0.44694], [-0.48887, -1.28797, 3.84730], [1.29774, -2.18551, -2.24376], [-1.61883, -2.40404, 3.26763], [-1.10234, 0.13295, -0.00708], [-1.21459, -1.48927, 3.18387], [-1.23564, -0.34194, -2.81759], [0.09828, -2.74867, -0.92750], [-2.33727, -1.38651, 0.65351], [1.71532, 2.59986, -0.06666], [-0.39596, 0.10021, 1.54321], [0.85598, -2.13003, -1.32687], [0.91709, 0.85317, -1.61211], [1.66641, 0.95089, -2.52460], [-1.13908, -0.82884, 2.05141], [1.09685, 3.40762, -0.28196], [0.82034, 1.51135, -0.48709]],
  "mulliken_charge": [0.2594, 0.4102, 0.3767, 0.3679, -0.4661, 0.3426, 0.2835, 0.4285, 0.2440, 0.8167, -0.3791, -0.1045, 0.3901, -0.2765, -0.7655, -0.5484, -0.9314, 0.4894, -0.5098, 0.5560, 0.3558, -0.3396],
  "relative_energy_kcal_mol": 46.34,
  "e_homo_ev": -14.065,
  "orbital_gap_ha": 0.3826,
  "charge": 1
}

Entry 6:
{
  "formula": "C5H9ClN4",
  "method": "wB97M-V/def2-TZVPD",
  "species": ["C", "N", "C", "H", "N", "H", "H", "H", "C", "N", "H", "Cl", "N", "H", "H", "H", "H", "C", "C"],
  "coordinates": [[-2.54657, -0.25042, 0.69004], [-1.67876, 0.65274, -0.05548], [-2.36196, 1.74758, -0.75335], [-0.48330, -1.26145, 0.34350], [3.66367, -1.67425, -0.08586], [-3.06532, -0.91589, 0.04031], [-1.87434, -0.90892, 1.34278], [-2.48691, 2.60815, -0.07101], [-0.39068, 0.56797, -0.38496], [1.38502, -1.09518, -0.08446], [-1.84292, 2.04695, -1.66036], [4.69251, 1.02485, -0.23603], [0.21990, -0.57648, -0.04485], [3.34591, -2.63357, 0.33551], [-3.34849, 0.46363, 1.13878], [-3.47074, 1.54397, -1.10534], [4.49347, -1.31446, 0.42790], [2.64047, -0.65181, -0.06189], [3.10903, 0.62660, 0.22478]],
  "lowdin_spin": [0.0066, 0.0515, 0.0020, 0.0044, 0.0079, 0.0021, 0.0014, 0.0015, 0.0472, 0.3052, 0.0003, 0.2782, 0.0939, -0.0011, 0.0017, 0.0011, 0.0028, 0.0898, 1.1036],
  "e_homo_ev": [-7.575, -8.037],
  "orbital_gap_ha": [0.3077, 0.2459],
  "spin_multiplicity": 3
}

Entry 7:
{
  "formula": "C5H9ClS2",
  "method": "wB97M-V/def2-TZVPD",
  "species": ["H", "S", "H", "H", "C", "C", "S", "C", "H", "H", "C", "H", "H", "H", "Cl", "C", "H"],
  "coordinates": [[-0.15903, 1.48508, -1.74162], [1.92950, -0.11763, -1.11019], [2.51210, -1.44936, -0.88523], [0.06770, -1.33941, -1.92906], [-1.14377, 1.09042, 0.15190], [-0.73590, 0.66398, -1.26207], [0.46199, -2.51697, 0.90939], [-0.17378, -1.11982, 0.36826], [-1.61317, 0.33048, -1.96748], [-0.42138, 1.84835, 0.46017], [0.13659, -0.65491, -1.03408], [-2.20970, 1.43742, -0.02000], [-2.01635, -0.68813, 1.09106], [2.62515, 1.19339, 1.75434], [2.53010, -0.08702, 2.15187], [-1.03194, -0.14552, 1.03107], [-0.75810, 0.06966, 2.03168]],
  "mulliken_charge": [0.3578, -0.2457, 0.1720, 0.3943, -0.4277, -0.7919, -0.1648, -0.0088, 0.2707, 0.2675, -0.1223, 0.2749, 0.2314, 0.2474, -0.2448, -0.5612, 0.3511],
  "relative_energy_kcal_mol": 23.27,
  "e_homo_ev": -8.591,
  "orbital_gap_ha": 0.3028
}

Entry 8:
{
  "formula": "C5H9F2N",
  "method": "wB97M-V/def2-TZVPD",
  "species": ["H", "H", "H", "H", "C", "H", "C", "C", "N", "F", "C", "H", "C", "H", "H", "F", "H"],
  "coordinates": [[0.19701, 0.08158, 2.13748], [0.06612, 2.01063, 0.91700], [-0.22592, -1.26300, -1.59883], [-0.72210, -2.19758, 0.94964], [-0.09370, 0.42658, -0.26114], [-1.49625, 1.34510, 1.00564], [0.35211, -0.54701, 0.80779], [1.31820, 0.21809, -0.03133], [0.15280, -1.89971, 0.63092], [2.14677, 1.13666, 0.42106], [-0.67427, 1.66492, 0.31954], [-0.73290, 0.36799, -2.32264], [-0.67715, -0.29312, -1.42387], [-1.59850, -0.47937, -1.09091], [-0.84342, 2.44132, -0.45719], [1.99001, -0.53222, -0.94410], [0.84119, -2.48088, 0.94094]],
  "mulliken_charge": [0.1599, 0.4643, 0.4053, 0.1962, 0.9387, 0.3074, -0.2852, 0.7526, -0.3998, -0.3164, -1.5358, 0.3313, -1.7397, 0.4801, 0.3569, -0.3165, 0.2008],
  "relative_energy_kcal_mol": 52.22,
  "e_homo_ev": -9.308,
  "orbital_gap_ha": 0.3759
}

Entry 9:
{
  "formula": "C5H9FN",
  "method": "wB97M-V/def2-TZVPD",
  "species": ["C", "H", "H", "H", "H", "H", "C", "C", "H", "C", "H", "F", "N", "C", "H", "H"],
  "coordinates": [[-1.01821, 1.52343, 1.99144], [-1.46331, 2.39046, 2.65271], [1.37325, -3.81046, -1.96011], [1.71529, 2.50369, 0.82458], [-1.71675, -0.09035, 0.50588], [-0.72790, 0.83054, 2.65612], [-0.07017, 1.43613, 0.88609], [0.24388, -2.16180, -1.27598], [1.37522, 1.39186, -0.51196], [1.16713, -2.71170, -2.00190], [-1.93910, 1.70968, -0.13083], [-0.04191, -0.83544, -1.36158], [1.09634, 1.78598, 0.41546], [-1.39622, 0.97804, 0.61310], [1.67658, -2.20269, -2.80570], [-0.27413, -2.73738, -0.49733]],
  "mulliken_charge": [-0.4646, 0.2825, 0.2250, 0.2883, 0.2184, 0.2997, 0.4316, 0.1068, 0.3033, -0.6168, 0.2334, -0.2533, -0.3041, -0.2915, 0.2629, 0.2783],
  "relative_energy_kcal_mol": 51.30,
  "e_homo_ev": -13.342,
  "orbital_gap_ha": 0.3091,
  "charge": 1
}

Entry 10:
{
  "formula": "C5H9FN",
  "method": "wB97M-V/def2-TZVPD",
  "species": ["C", "C", "H", "H", "H", "H", "H", "H", "F", "C", "H", "H", "C", "C", "H", "N"],
  "coordinates": [[0.82431, -1.31825, 0.00687], [1.24663, 0.69759, -0.84735], [-0.54302, 0.11641, 1.28243], [1.15215, 1.49399, 1.09157], [1.44615, -2.17585, -0.39893], [-1.22348, -1.95124, -0.08443], [0.97128, -1.10788, 1.09972], [-0.59030, -1.21975, -1.43218], [2.06841, 0.55834, -1.88024], [-0.91733, 0.12556, 0.25951], [1.63196, 2.65399, -0.28072], [-0.76864, 1.77811, -1.14530], [-0.14050, 1.12451, -0.60662], [1.07055, 1.78166, 0.10066], [-1.94464, 0.53219, 0.35029], [-0.58960, -1.17284, -0.43272]],
  "mulliken_charge": [-0.7250, 0.7461, 0.3388, 0.2407, 0.3277, 0.3710, 0.3051, 0.3333, -0.2300, -0.6552, 0.3232, 0.4393, -0.4154, -0.6519, 0.3848, -0.1325],
  "relative_energy_kcal_mol": 78.26,
  "e_homo_ev": -13.982,
  "orbital_gap_ha": 0.3794,
  "charge": 1
}